Below is a structure of composition C33H49GeN5O2Ru, with properties calculated with ωB97M-V/def2-TZVPD.

Values from the calculation:
maximum force	0.6	eV/A
E_HOMO (alpha / beta)	-15.796 / -16.302	eV
expectation value of S²	8.80
net charge	+3
multiplicity	6
frontier orbital gap (alpha / beta)	8.056 / 5.384	eV
LUMO level (alpha / beta)	-7.74 / -10.92	eV

XYZ file:
```
91
Properties=species:S:1:pos:R:3:lowdin_spin:R:1
Ru -0.15442 0.16195 1.08333 2.29
C -2.56317 3.71672 1.22103 0.01
C -1.39780 3.97598 0.31839 0.11
C -1.48409 4.94107 -0.65175 0.02
C -0.42118 5.16841 -1.53147 0.23
C 0.76081 4.40670 -1.46449 0.04
C 0.90029 3.41155 -0.54146 0.09
C 2.20473 2.69218 -0.38948 0.01
C -0.17845 3.18212 0.38999 0.24
N -0.03061 2.22800 1.35904 0.19
C -0.16252 2.66872 2.69166 0.02
O -0.03515 3.81493 3.03254 0.06
C -0.39236 1.55590 3.67306 0.01
C -0.59458 1.71891 5.03103 0.00
C -0.82728 0.57898 5.79618 0.00
C -0.84970 -0.67738 5.19547 0.00
C -0.64491 -0.74810 3.83050 0.01
N -0.42553 0.35240 3.11802 0.04
C -0.72656 -2.01125 3.01265 0.03
O -0.90796 -3.09304 3.50662 0.03
N -0.67750 -1.76226 1.63279 0.15
C -1.12646 -2.76920 0.81097 0.29
C -0.31410 -3.91623 0.49882 0.08
C 1.06601 -4.04800 1.05499 0.01
C -0.85189 -4.88549 -0.29976 0.05
C -2.16925 -4.76776 -0.79618 0.24
C -2.98307 -3.67419 -0.46762 0.02
C -2.50308 -2.67751 0.33799 0.12
C -3.40264 -1.61874 0.88209 0.02
H -3.48862 4.01143 0.73076 0.00
H -2.46714 4.30589 2.13425 0.01
H -2.64428 2.66650 1.50511 0.00
H -2.38753 5.52922 -0.74310 0.00
H -0.50829 5.94220 -2.28335 0.01
H 1.57186 4.62983 -2.14525 0.00
H 2.74303 2.68250 -1.33536 0.00
H 2.06671 1.66398 -0.05012 0.01
H 2.81868 3.21602 0.34914 0.00
H -0.57386 2.71114 5.46127 0.00
H -1.00094 0.67009 6.86004 0.00
H -1.03918 -1.58319 5.75565 0.00
H 1.54130 -3.07397 1.16649 0.00
H 1.68337 -4.67224 0.41215 0.00
H 1.01945 -4.50990 2.04376 0.00
H -0.26924 -5.76053 -0.55681 0.00
H -2.56721 -5.55666 -1.42206 0.01
H -4.00813 -3.64854 -0.81281 0.00
H -4.33282 -1.57409 0.32064 0.00
H -2.94355 -0.62716 0.89013 0.01
H -3.65244 -1.86714 1.91874 0.01
N 5.97692 0.51922 2.66830 0.00
C 4.86536 -0.38617 2.17921 0.00
C 3.51773 0.33991 2.15901 0.00
N 2.43768 -0.49426 1.63107 0.06
H 6.89486 0.07942 2.54274 0.00
H 5.88361 0.73557 3.66558 0.00
H 5.99775 1.41023 2.16289 0.00
H 4.85465 -1.24265 2.85207 0.00
H 5.15616 -0.72567 1.18583 0.00
H 3.58664 1.24981 1.55856 0.00
H 3.24292 0.64159 3.17204 0.00
H 2.25104 -1.27687 2.25142 0.00
H 2.67359 -0.88422 0.72212 0.00
C -1.47580 2.61027 -4.29728 0.00
C -2.79017 1.85615 -4.14502 0.00
C -2.65992 0.45520 -3.54470 0.01
C -2.50115 0.42312 -2.00462 0.03
Ge -0.65250 0.20508 -1.41854 0.22
C 0.18593 -1.51686 -1.93491 0.10
C 0.82011 -1.41883 -3.32908 0.02
C 1.78971 -2.57103 -3.60420 0.01
C 1.13187 -3.94403 -3.54698 0.00
H -1.63414 3.57062 -4.78868 0.00
H -0.76702 2.04264 -4.90413 0.00
H -1.00481 2.80487 -3.33202 0.00
H -3.26325 1.76471 -5.12373 0.00
H -3.48226 2.44126 -3.53172 0.00
H -1.83524 -0.07096 -4.03721 0.00
H -3.55833 -0.11062 -3.79656 0.00
H -3.07217 -0.40165 -1.58300 0.00
H -2.90457 1.33932 -1.56331 0.00
H 0.19987 1.29564 -2.09808 0.02
H -0.59479 -2.27760 -1.88940 0.01
H 0.95016 -1.80060 -1.20098 0.00
H 1.34677 -0.46770 -3.44483 0.00
H 0.03309 -1.42901 -4.08755 0.00
H 2.61471 -2.52223 -2.88438 0.00
H 2.23296 -2.42166 -4.59037 0.00
H 0.76843 -4.17495 -2.54193 0.00
H 1.83109 -4.72961 -3.82939 0.00
H 0.28375 -3.99824 -4.23240 0.00
```

***

Below is a structure of composition C33H50BrN6PdSSi4, with properties calculated with ωB97M-V/def2-TZVPD.

Values from the calculation:
maximum force	0.8	eV/A
E_HOMO (alpha / beta)	-14.944 / -14.921	eV
net charge	+3
multiplicity	1
energy relative to the best compared isomer or geometry (same formula, charge and spin)	61.8	kcal/mol
frontier orbital gap (alpha / beta)	6.039 / 5.620	eV
LUMO level (alpha / beta)	-8.90 / -9.30	eV

XYZ file:
```
96
Properties=species:S:1:pos:R:3:lowdin_charge:R:1
Pd 0.49928 0.16760 0.80613 0.40
C -0.86658 2.10399 -3.51498 -0.02
C -0.49649 1.12864 -4.42473 -0.02
C 0.25430 0.06069 -3.96619 0.01
C 0.57306 -0.01483 -2.61474 -0.22
N 0.13455 0.86873 -1.71529 0.00
C -0.53084 1.92414 -2.18505 -0.18
C 1.47906 -1.08160 -2.11145 -0.19
C 2.37079 -1.72002 -2.96934 0.02
C 3.18505 -2.71510 -2.46800 0.00
C 3.06143 -3.07672 -1.13684 0.02
C 2.16090 -2.38544 -0.34054 -0.21
N 1.41859 -1.37575 -0.81141 0.10
C 1.89520 -2.77865 1.07230 -0.21
C 2.56112 -3.83866 1.67919 0.02
C 2.20117 -4.23471 2.95555 -0.01
C 1.16390 -3.57197 3.59133 -0.03
C 0.57474 -2.51233 2.92680 -0.20
N 0.92944 -2.10185 1.71140 0.06
H -1.39622 2.99361 -3.82709 0.12
H -0.75971 1.20835 -5.47069 0.13
H 0.58322 -0.70524 -4.65261 0.12
H -0.77128 2.69114 -1.46442 0.06
H 2.44096 -1.43032 -4.00662 0.12
H 3.89454 -3.22078 -3.10895 0.13
H 3.65178 -3.89094 -0.74717 0.12
H 3.34742 -4.36674 1.16270 0.12
H 2.72002 -5.05022 3.44157 0.13
H 0.82577 -3.86121 4.57708 0.13
H -0.22030 -1.94716 3.39688 0.07
S 1.84884 2.47327 -0.11975 0.73
C 3.31964 3.20983 0.41256 -0.76
N 3.37592 4.53126 0.52479 0.04
C 4.58553 5.29076 0.86283 -0.13
C 5.80914 4.46870 0.50282 -0.14
C 5.68234 3.08204 1.10939 -0.14
N 4.40353 2.49621 0.69419 0.04
H 2.52519 5.02635 0.30623 0.10
H 4.57275 5.53217 1.92782 0.13
H 4.56531 6.22530 0.30586 0.13
H 6.70869 4.95910 0.86917 0.13
H 5.88897 4.38355 -0.58223 0.13
H 5.72802 3.12809 2.20060 0.13
H 6.48172 2.42909 0.76604 0.13
H 4.33440 1.50761 0.52606 0.11
C -2.20458 1.16765 5.33860 -0.21
Si -2.46298 2.05106 3.71318 0.42
C -1.87620 3.81617 3.86855 -0.18
C -4.26396 1.94972 3.17357 -0.20
Si -1.46907 0.91594 1.76675 0.68
Si 1.64347 0.86920 2.78207 0.45
C 3.29532 0.05008 2.45296 -0.19
C 1.74048 2.69830 3.19403 -0.21
C 0.90198 0.14357 4.34704 -0.21
Si -3.05271 -2.64450 2.08215 0.84
C -2.24399 -4.26038 1.87322 -0.15
C -3.91038 -1.92173 0.64290 -0.17
C -3.28100 -1.97775 3.75942 -0.16
H -3.05851 1.39109 5.98551 0.06
H -1.31694 1.53792 5.85246 0.04
H -2.13193 0.08518 5.27118 0.00
H -2.14506 4.45619 3.02920 0.03
H -0.80285 3.89281 4.03846 0.02
H -2.37358 4.23515 4.74945 0.06
H -4.81940 2.80826 3.56050 0.05
H -4.74726 1.06170 3.58671 0.03
H -4.41252 1.94751 2.09302 0.00
H 3.43828 -0.29371 1.42679 0.02
H 3.39310 -0.82105 3.10447 0.04
H 4.09655 0.74866 2.70025 0.04
H 1.45628 3.37949 2.39756 -0.02
H 2.77602 2.92793 3.46613 0.05
H 1.12712 2.90271 4.07174 0.02
H 1.34384 -0.81743 4.60110 0.03
H -0.18020 0.02934 4.32440 -0.03
H 1.13788 0.83323 5.16159 0.06
H -1.54159 -4.25641 1.03611 0.06
H -3.02587 -4.99322 1.63536 0.07
H -1.72597 -4.58706 2.77390 0.05
H -3.19927 -1.68998 -0.15385 0.05
H -4.46794 -1.02470 0.91209 0.04
H -4.61130 -2.66353 0.24200 0.07
H -2.33140 -1.88299 4.28817 0.03
H -3.88628 -2.69572 4.32885 0.08
H -3.79121 -1.01639 3.75590 0.02
Br -0.51479 6.20467 0.27610 0.88
C -1.57705 4.68353 0.06690 -0.66
C -2.63214 4.64898 -0.83600 -0.04
C -3.37474 3.48238 -0.95439 0.00
C -3.04659 2.39276 -0.17541 -0.12
N -2.03840 2.44530 0.71127 -0.18
C -1.30150 3.56094 0.82349 -0.24
H -2.86678 5.51901 -1.43566 0.13
H -4.20262 3.41650 -1.64596 0.14
H -3.59257 1.46095 -0.24008 0.12
H -0.47399 3.53758 1.51744 0.07
```

***

Below is a structure of composition C33H50HgN3OP2 in a non-equilibrium geometry, with properties calculated with ωB97M-V/def2-TZVPD.

Values from the calculation:
maximum force	11.7	eV/A
E_HOMO (alpha / beta)	-8.795 / -8.796	eV
net charge	+1
multiplicity	1
energy relative to the best compared isomer or geometry (same formula, charge and spin)	121.2	kcal/mol
frontier orbital gap (alpha / beta)	5.342 / 5.347	eV
LUMO level (alpha / beta)	-3.45 / -3.45	eV

XYZ file:
```
90
Properties=species:S:1:pos:R:3:lowdin_charge:R:1
C 1.41337 -0.82284 -2.25930 -0.32
C 1.28951 -1.97525 -0.20074 -0.31
C 2.43858 -1.65768 -2.68083 -0.01
C 2.32072 -2.80719 -0.56587 -0.01
C 2.88775 -2.66018 -1.83780 -0.02
H 2.87942 -1.48560 -3.65714 0.12
H 2.67835 -3.56341 0.13411 0.12
H 3.69206 -3.32650 -2.15116 0.12
N 0.87210 -1.07605 -1.08586 0.00
P 0.40034 1.79304 -1.94483 1.05
P -1.18252 -1.63427 1.19131 1.09
C 0.92969 0.39639 -3.04264 -0.23
H 1.70787 0.69849 -3.76891 0.09
H 0.03416 0.12391 -3.62547 0.08
C 0.71149 -1.89469 1.19331 -0.28
H 1.00419 -2.76498 1.79058 0.10
C -1.65952 -1.34020 3.00189 -0.65
C -1.94135 -3.18762 0.46712 -0.65
C 1.97023 2.61144 -1.27782 -0.64
C -0.58976 2.94753 -3.03896 -0.65
C -1.95283 0.15109 3.27402 -0.10
H -2.93984 0.43533 2.88398 0.08
H -1.96467 0.30223 4.36534 0.10
H -1.20537 0.82324 2.83696 0.05
C -2.95916 -2.10843 3.31377 -0.10
H -3.80262 -1.70957 2.73828 0.07
H -2.87739 -3.18417 3.13238 0.07
H -3.19042 -1.96665 4.37861 0.10
C -0.52791 -1.81375 3.94599 -0.07
H -0.96344 -2.05444 4.92616 0.09
H -0.01549 -2.71029 3.58452 0.07
H 0.21846 -1.02440 4.10497 0.08
C -3.47980 -3.00782 0.37771 -0.10
H -3.76309 -1.95288 0.42386 0.06
H -3.81856 -3.40851 -0.58386 0.08
H -4.01366 -3.55481 1.16929 0.08
C -1.41308 -3.40850 -0.96879 -0.09
H -1.36255 -2.47267 -1.52929 0.03
H -0.43188 -3.89042 -0.97227 0.08
H -2.12063 -4.07400 -1.48506 0.10
C -1.56174 -4.42846 1.31947 -0.07
H -0.89839 -4.18132 2.14744 0.06
H -2.45332 -4.93965 1.71836 0.08
H -1.04604 -5.15030 0.67194 0.08
C -1.12940 4.12340 -2.19715 -0.09
H -2.10256 4.43306 -2.60262 0.09
H -1.27534 3.83606 -1.14955 0.07
H -0.46285 4.99695 -2.23735 0.08
C -1.79474 2.18484 -3.62585 -0.10
H -1.53426 1.22296 -4.06629 0.07
H -2.56426 2.01786 -2.87216 0.01
H -2.25932 2.80803 -4.40515 0.10
C 0.26256 3.43463 -4.23071 -0.08
H -0.35774 3.41408 -5.13727 0.08
H 0.60656 4.47294 -4.09937 0.09
H 1.12710 2.79548 -4.40900 0.06
C 2.76564 1.58156 -0.44074 -0.08
H 3.81843 1.52627 -0.75273 0.10
H 2.72711 1.86545 0.60899 0.07
H 2.33997 0.58790 -0.52047 0.03
C 1.53395 3.75150 -0.33430 -0.10
H 0.71966 3.40911 0.31992 0.07
H 2.38681 4.02898 0.30226 0.10
H 1.21467 4.64956 -0.87408 0.07
C 2.89488 3.14117 -2.39243 -0.09
H 3.21852 2.34301 -3.07147 0.08
H 2.44030 3.94725 -2.97356 0.06
H 3.79890 3.55178 -1.91392 0.10
Hg -0.67872 0.35930 -0.17541 0.89
C -2.11337 -0.23678 -1.67730 -0.33
O -2.93298 -0.64730 -2.45296 0.05
N 0.71362 0.57295 1.29963 -0.09
C 1.21876 -0.51302 1.73563 -0.43
C 2.35735 -0.48367 2.74722 -0.19
C 2.43274 0.62633 3.59057 -0.05
C 3.30899 -1.50950 2.84472 -0.03
C 3.45681 0.71235 4.54716 -0.07
H 1.68199 1.41563 3.48768 0.11
C 4.33022 -1.41818 3.79439 -0.08
H 3.26349 -2.37403 2.18244 0.10
C 4.40806 -0.31050 4.64977 -0.08
H 3.50539 1.57769 5.20792 0.10
H 5.07065 -2.21822 3.86479 0.11
H 5.20745 -0.24650 5.39140 0.11
C -4.86149 2.06685 -1.88691 -0.02
C -3.71617 1.60315 -1.41774 -0.16
N -2.65145 1.17105 -0.96054 0.02
H -5.14843 1.64513 -2.88302 0.15
H -4.82972 3.17766 -2.02489 0.14
H -5.71099 1.86056 -1.20437 0.14
```

***

Below is a cluster of 8 separate species, C33H50INO10 in total, with properties calculated with ωB97M-V/def2-TZVPD.

Values from the calculation:
maximum force	0.9	eV/A
structure (SMILES)	Nc1cccc2c1C(=O)C=C(CC(=O)I)C2=O.CC(C)=O.CC(C)=O.CC(C)=O.CC(C)=O.CC(C)=O.CC(C)=O.CC(C)=O
E_HOMO	-9.074	eV
multiplicity	1
frontier orbital gap	8.323	eV
LUMO level	-0.75	eV

XYZ file:
```
95
Properties=species:S:1:pos:R:3:lowdin_charge:R:1
N 0.24587 -1.05984 -0.33775 0.10
C -0.02608 -0.75117 -1.71053 -0.22
C 0.89541 0.03463 -2.39670 0.00
C 0.73869 0.36925 -3.73280 -0.05
C -0.37818 -0.07706 -4.43626 0.01
C -1.32436 -0.83278 -3.75354 -0.11
C -1.16927 -1.18388 -2.40762 -0.04
C -2.24171 -2.00130 -1.79038 -0.32
O -2.04928 -2.83363 -0.93963 0.12
C -3.60552 -1.72960 -2.31458 0.04
C -3.75699 -1.36844 -3.58624 -0.22
C -5.08757 -1.03295 -4.18142 -0.11
C -5.61341 0.35380 -3.83547 -0.77
O -6.65690 0.74605 -4.19454 0.01
I -4.38498 1.71338 -2.65202 0.83
C -2.55127 -1.28537 -4.44996 -0.32
O -2.59636 -1.57651 -5.61862 0.13
H 0.16510 -2.05769 -0.18583 0.08
H -0.50162 -0.67338 0.23086 0.06
H 1.76296 0.39485 -1.86383 0.10
H 1.46179 0.96264 -4.26120 0.10
H -0.51725 0.15153 -5.47933 0.12
H -4.43359 -1.82103 -1.62671 0.13
H -5.85883 -1.73962 -3.89772 0.14
H -4.97344 -1.00882 -5.26425 0.13
C 4.51352 -2.40974 -4.60932 -0.02
C 4.55401 -0.96615 -4.17095 -0.48
C 5.89446 -0.41239 -3.75637 -0.03
O 3.55444 -0.28639 -4.14565 0.06
H 3.49403 -2.68017 -4.87496 0.08
H 5.16070 -2.55571 -5.47561 0.08
H 4.85530 -3.05474 -3.79855 0.09
H 6.59840 -0.47668 -4.58835 0.08
H 6.28658 -0.98062 -2.91167 0.08
H 5.78089 0.62732 -3.45942 0.08
C 3.39208 2.26887 0.20513 -0.02
C 4.09921 0.93701 0.22602 -0.49
C 3.88660 0.07939 1.43933 -0.01
O 4.80521 0.58867 -0.69883 0.02
H 3.62540 2.79273 -0.71990 0.08
H 2.31330 2.11593 0.27015 0.08
H 3.71915 2.87352 1.05233 0.08
H 2.82475 -0.15519 1.54152 0.09
H 4.23816 0.59096 2.33549 0.05
H 4.44461 -0.84821 1.32705 0.09
C 7.89406 0.70639 -0.42538 -0.02
C 8.08158 1.83797 0.55188 -0.48
C 9.38344 2.59997 0.47819 -0.02
O 7.23047 2.13009 1.36344 0.06
H 6.92091 0.24974 -0.26814 0.05
H 7.94566 1.08656 -1.44698 0.09
H 8.67599 -0.04215 -0.27889 0.09
H 9.49602 3.05048 -0.50894 0.08
H 10.22111 1.92409 0.65630 0.08
H 9.39111 3.38484 1.23144 0.08
C -2.85747 -0.79510 3.88454 -0.02
C -2.47576 -1.74682 2.78049 -0.49
C -3.41330 -2.90074 2.52420 -0.01
O -1.46640 -1.60061 2.12957 0.06
H -2.10305 -0.01580 3.96963 0.08
H -3.82301 -0.33498 3.66532 0.09
H -2.92017 -1.33819 4.82850 0.06
H -4.40202 -2.52400 2.25498 0.08
H -3.49950 -3.51217 3.42440 0.08
H -3.02751 -3.50684 1.70740 0.07
C 5.01737 1.50361 6.53193 -0.02
C 5.33914 1.25457 5.07733 -0.49
C 6.49141 2.02594 4.48379 -0.02
O 4.69762 0.46988 4.41571 0.06
H 4.17108 0.88825 6.82884 0.08
H 5.87856 1.25200 7.15267 0.08
H 4.76681 2.55459 6.68371 0.08
H 7.41121 1.79140 5.02320 0.09
H 6.29740 3.09761 4.55540 0.09
H 6.61166 1.75823 3.43738 0.05
C -8.89308 2.91144 -4.49511 -0.04
C -9.80231 4.02580 -4.95105 -0.50
C -10.38323 3.90341 -6.34099 -0.03
O -10.05634 4.97250 -4.24343 0.07
H -8.54250 3.11760 -3.48682 0.08
H -9.43196 1.96305 -4.49895 0.09
H -8.03308 2.83160 -5.15924 0.08
H -10.98004 2.99329 -6.41795 0.08
H -9.58097 3.86355 -7.07933 0.08
H -11.01582 4.76366 -6.54719 0.08
C -4.94654 -2.00835 8.38270 -0.02
C -4.55423 -2.94860 7.26945 -0.50
C -5.48600 -4.10277 6.99045 -0.02
O -3.54034 -2.78506 6.63082 0.06
H -4.19626 -1.22734 8.47979 0.08
H -5.91278 -1.55173 8.16306 0.09
H -5.01917 -2.55400 9.32457 0.09
H -6.47336 -3.72810 6.71634 0.09
H -5.57982 -4.73044 7.87773 0.09
H -5.09060 -4.69970 6.17193 0.08
```